A molecular structure, C51H45N3O5OsPS in a non-equilibrium geometry, computed with ωB97M-V/def2-TZVPD.

## Properties
Kohn-Sham gap (alpha / beta) = 6.314 / 6.370 eV
net charge = +1
total energy = -3340.9350 hartree
strongest force on any atom = 0.0829 Eh/bohr
relative energy (zero: lowest compared OMol25 entry of this formula, charge and spin) = 71.76 kcal/mol
lowest unoccupied orbital energy (alpha / beta) = -4.7 / -4.6 eV

Last column: Mulliken charge in e.
CARTESIAN COORDINATES (ANGSTROEM)
H  1.916  6.170  -2.991  0.43
C  0.443  -4.833  -0.667  -1.17
H  -1.444  -1.392  -6.485  0.43
C  -0.131  -1.054  -4.835  -1.13
H  -0.493  -1.766  4.368  0.70
C  -0.502  0.976  -3.580  0.87
C  -3.015  0.363  0.437  0.44
C  -0.841  -2.654  3.861  -0.54
C  1.907  2.479  -4.027  -0.23
S  -2.281  -2.126  -2.254  1.55
C  1.926  5.135  -3.294  -1.08
C  3.703  1.029  -1.219  0.28
H  -3.137  -0.301  -3.488  -0.03
H  -3.749  -1.228  1.635  0.95
C  2.850  4.682  -4.214  -0.60
C  1.184  -5.140  0.465  -0.45
C  2.202  2.002  2.414  -0.49
C  -1.636  -1.132  2.037  2.47
H  1.772  0.071  5.718  0.45
H  -0.609  3.254  -0.950  0.69
C  0.966  2.929  -3.107  -0.18
H  -0.541  1.357  2.220  0.13
C  -1.558  1.295  -4.420  -0.83
C  -0.599  -3.903  4.404  -1.21
O  -2.848  -2.912  -1.174  -0.79
O  -0.430  -1.006  1.385  0.76
H  -3.858  0.518  5.767  0.49
H  4.895  -0.129  1.735  0.36
H  -0.148  -3.243  -1.983  0.84
C  -4.266  0.982  0.493  -0.88
H  3.555  2.970  -5.289  0.49
H  0.293  4.682  -2.041  0.45
C  4.891  1.461  -1.783  -0.81
H  -1.093  3.138  3.838  0.54
C  0.203  -0.206  -3.797  0.52
C  -2.808  -0.293  4.100  -0.63
H  -2.704  0.703  -6.123  0.43
H  4.884  1.916  -2.763  0.52
H  1.855  -1.162  3.591  0.17
C  -0.013  1.913  -2.475  2.76
C  -2.488  1.936  4.929  -0.86
C  -1.131  2.701  -1.741  -2.72
H  1.908  1.444  -4.333  0.46
C  6.081  0.728  0.173  -0.81
H  3.565  5.362  -4.650  0.44
C  -3.598  -1.082  -2.903  -0.59
H  2.484  -4.328  1.976  0.46
C  -1.565  2.172  3.925  -0.89
C  -3.508  2.552  -1.125  -0.98
C  4.897  0.304  0.745  -1.11
C  -3.116  0.703  5.007  -0.93
C  -1.705  -4.920  2.541  -1.01
H  2.770  1.154  -1.748  0.19
C  -1.255  1.174  3.016  -0.24
H  -0.843  -6.018  4.166  0.43
H  -2.722  2.710  5.645  0.44
C  -2.846  -0.978  1.074  -0.51
H  -1.563  3.414  -2.443  0.88
C  0.426  -3.522  -1.112  -0.51
C  6.080  1.297  -1.093  -0.67
C  1.823  -2.843  0.578  0.06
C  3.704  0.441  0.039  0.28
H  -2.035  -5.802  2.013  0.49
C  2.117  2.690  3.609  -0.76
C  1.892  -4.136  1.096  -0.89
O  -1.305  -1.129  -1.711  -1.19
H  2.312  2.528  1.474  0.42
C  -2.243  1.977  -1.044  -0.22
H  -2.733  -1.704  0.255  -1.21
H  -4.147  -0.686  -2.062  0.20
H  0.421  -1.967  -4.989  0.41
C  -1.536  -2.528  2.662  -0.23
H  -3.304  -1.251  4.158  0.54
C  -1.870  -0.063  3.101  0.73
C  -1.947  -3.670  1.990  -0.27
H  1.943  2.526  5.735  0.45
H  2.155  3.768  3.615  0.50
C  0.994  4.271  -2.747  -0.55
H  -2.133  2.199  -4.272  0.40
Os  0.068  -0.136  -0.287  1.51
N  1.092  -2.553  -0.496  0.08
H  -4.213  -1.721  -3.517  0.52
H  7.011  0.614  0.708  0.44
C  1.981  1.990  4.800  -0.68
H  -2.443  -3.601  1.034  0.36
C  2.140  0.610  2.408  0.17
N  2.537  -1.802  1.144  0.14
C  2.839  3.344  -4.572  -0.91
H  -5.031  0.583  1.139  0.59
P  2.170  -0.195  0.788  1.57
H  -5.474  2.580  -0.276  0.47
C  -1.035  -5.041  3.747  -0.68
C  -1.178  -0.726  -5.679  -0.77
H  7.008  1.617  -1.539  0.42
H  1.205  -6.150  0.849  0.45
O  -1.722  -2.884  -3.340  -0.62
H  -0.064  -3.987  5.337  0.46
C  -4.515  2.087  -0.299  -1.30
H  3.037  -2.015  1.998  0.39
O  0.702  1.196  -1.535  0.48
H  1.017  -0.469  -3.131  0.47
H  -0.124  -5.580  -1.198  0.52
H  -3.679  3.381  -1.794  0.59
C  -1.884  0.445  -5.470  -0.76
C  1.962  -0.087  3.597  -0.72
N  -2.019  0.918  -0.265  1.10
C  1.895  0.609  4.792  -0.56



2 unconnected molecules or ions with the total composition C3H8N2OS in a non-equilibrium geometry, computed with ωB97M-V/def2-TZVPD.

## Properties
Kohn-Sham gap = 4.499 eV
total energy = -701.8654 hartree
strongest force on any atom = 0.1058 Eh/bohr
relative energy (zero: lowest compared OMol25 entry of this formula, charge and spin) = 133.12 kcal/mol
lowest unoccupied orbital energy = -2.8 eV

Last column: Mulliken charge in e.
CARTESIAN COORDINATES (ANGSTROEM)
H  -0.304  -0.979  -1.024  0.42
H  1.236  1.177  -0.932  0.29
H  2.193  -0.146  -0.563  0.32
C  0.583  0.058  0.524  -0.19
H  1.765  -3.077  -1.670  0.04
H  -1.076  -1.218  0.590  0.21
H  -2.361  0.827  1.443  0.25
H  0.939  -0.510  1.380  0.45
C  -0.596  -0.534  -0.062  -0.59
H  -2.060  2.383  0.891  0.27
S  1.593  -2.679  -0.402  -0.64
N  -1.701  1.452  1.021  -0.45
N  1.605  0.610  -0.167  -0.45
O  -0.882  1.630  -1.034  -0.57
C  -0.932  1.004  0.004  0.64



A molecular structure, C17H17CoF6N3O8S2, computed with ωB97M-V/def2-TZVPD.

## Properties
expectation value of S² = 3.758
Kohn-Sham gap (alpha / beta) = 8.023 / 7.124 eV
total energy = -4202.5159 hartree
strongest force on any atom = 0.0155 Eh/bohr
relative energy (zero: lowest compared OMol25 entry of this formula, charge and spin) = 16.41 kcal/mol
lowest unoccupied orbital energy (alpha / beta) = -0.3 / -1.2 eV
spin multiplicity = 4

Last column: Löwdin spin population.
CARTESIAN COORDINATES (ANGSTROEM)
F  -2.179  -1.332  -3.026  0.00
H  0.679  -0.800  -2.904  0.00
F  -3.363  2.865  0.628  0.00
C  0.379  2.662  0.197  0.01
O  -0.349  3.744  0.165  0.00
C  3.234  -1.646  -0.843  0.01
C  1.193  -1.253  -2.063  0.00
C  3.048  0.767  3.297  0.00
C  -3.135  -1.556  -2.109  0.00
C  0.550  -2.237  -1.300  0.01
O  4.929  2.695  3.060  0.00
C  2.089  1.297  1.131  0.01
F  -4.298  -1.675  -2.717  0.00
H  -0.463  -2.526  -1.537  0.00
O  1.094  2.464  1.270  0.00
C  1.261  -2.923  -0.313  0.02
N  -3.566  0.986  -1.717  0.00
C  1.299  -0.566  2.408  0.01
F  -2.844  -2.714  -1.497  0.00
O  -1.757  -0.176  -0.402  0.04
C  -0.233  4.679  1.259  0.00
C  2.596  -2.628  -0.090  0.01
N  4.684  3.097  0.899  0.00
H  1.995  -0.813  4.395  0.00
C  3.144  1.478  2.147  0.01
Co  0.215  -0.116  -0.337  2.71
H  3.145  -3.159  0.676  0.00
C  4.192  3.222  -0.430  0.00
C  2.541  -0.963  -1.827  0.02
C  -3.675  3.346  -0.586  0.00
O  -3.053  3.011  -3.127  0.00
H  0.802  4.991  1.371  0.00
F  -4.986  3.274  -0.757  0.00
O  3.066  4.098  -0.506  0.00
H  3.781  0.964  4.069  0.00
S  -2.705  2.394  -1.844  0.00
O  0.337  1.893  -0.776  0.04
H  -0.868  5.511  0.976  0.00
H  5.392  3.770  1.152  0.00
H  3.947  2.252  -0.858  0.00
H  5.013  3.635  -1.017  0.00
C  2.072  -0.252  3.476  0.01
C  4.262  2.460  2.068  0.00
H  3.039  -0.212  -2.427  0.00
H  -0.595  4.216  2.174  0.00
N  1.348  0.087  1.222  0.06
H  0.766  -3.694  0.262  0.00
O  -4.071  -0.620  0.143  0.00
S  -3.160  -0.208  -0.878  0.01
H  2.445  1.411  0.121  0.00
F  -3.294  4.620  -0.644  0.00
H  4.275  -1.415  -0.657  0.00
H  0.607  -1.401  2.456  0.00
H  2.950  4.363  -1.426  0.00



A molecular structure, C28H46F6OP2Pb in a non-equilibrium geometry, computed with ωB97M-V/def2-TZVPD.

## Properties
Kohn-Sham gap (alpha / beta) = 5.716 / 3.809 eV
net charge = +2
total energy = -2643.8404 hartree
strongest force on any atom = 0.0616 Eh/bohr
relative energy (zero: lowest compared OMol25 entry of this formula, charge and spin) = 0.00 kcal/mol
lowest unoccupied orbital energy (alpha / beta) = -6.7 / -8.8 eV

Last column: Mulliken charge in e.
CARTESIAN COORDINATES (ANGSTROEM)
C  4.577  0.736  2.123  -1.14
C  4.355  -0.512  -0.090  0.48
H  4.131  -1.569  -2.672  0.33
H  -6.778  -3.676  -2.082  0.39
F  5.356  3.366  0.450  -0.23
H  -5.470  1.062  0.690  0.45
H  -5.384  -2.471  -5.492  0.39
H  0.025  2.358  1.334  0.49
Pb  1.919  0.722  -1.532  1.09
C  2.642  4.670  -1.716  -2.00
C  -6.422  -1.086  -3.054  -0.93
H  -5.135  2.407  -1.374  0.42
C  5.369  0.274  -0.822  -0.82
C  -5.551  -3.154  -4.649  -1.08
H  -3.354  2.145  -1.399  0.30
P  -4.522  0.027  -1.321  0.63
H  5.659  0.629  2.317  0.33
P  -5.002  -2.301  -3.107  0.36
O  2.900  2.428  -0.748  -0.37
F  1.327  4.429  0.717  -0.27
C  -5.704  -3.529  -1.908  -1.08
H  0.887  2.003  3.564  0.49
H  4.075  0.791  3.098  0.39
C  2.967  -1.822  3.088  -1.55
H  2.871  5.720  -1.469  0.43
H  -6.767  0.793  -2.011  0.48
H  1.619  -3.683  1.269  0.25
C  -4.815  0.202  0.484  -0.31
F  2.862  3.273  1.721  -0.15
C  2.430  -3.628  0.531  -1.48
H  5.398  0.020  -1.893  0.34
H  1.876  -1.874  3.208  0.04
H  -2.000  -0.485  -0.317  -0.62
H  4.442  1.702  1.626  -0.12
C  -1.122  -0.174  0.294  1.67
H  -4.942  -4.056  -4.785  0.40
H  -3.850  0.351  0.979  -0.43
C  -0.463  -1.760  2.203  -0.40
C  -0.946  -1.055  3.432  -1.37
H  -5.536  -3.201  -0.876  0.29
H  6.382  0.062  -0.426  0.30
H  2.008  -3.828  -0.465  0.39
H  3.361  -1.068  3.781  0.36
H  -7.369  -1.646  -3.087  0.53
H  -5.177  -4.480  -2.052  0.41
H  -6.865  -0.646  -0.959  0.43
C  -0.389  1.555  1.958  -0.42
H  -6.617  -3.420  -4.588  0.36
H  0.839  -0.255  4.402  0.41
C  -6.327  -0.196  -1.810  -0.83
C  3.996  -2.314  -1.869  -1.54
F  5.320  3.376  -1.736  -0.26
H  -2.298  0.496  2.002  0.36
C  4.762  3.956  -0.629  0.38
H  -6.339  -0.488  -3.975  0.46
H  -5.271  -0.721  0.871  0.40
C  3.095  -2.311  0.563  1.06
H  -0.447  0.287  -0.464  -0.80
H  -0.929  -1.816  4.230  0.38
H  3.146  -4.438  0.756  0.37
H  3.092  4.419  -2.681  0.46
C  3.211  3.780  -0.644  1.21
C  3.760  -1.718  -0.540  0.04
C  0.169  1.285  3.139  -1.07
H  4.919  -2.922  -1.852  0.32
H  -0.667  0.441  4.932  0.50
C  2.682  4.227  0.768  0.51
C  4.072  -0.367  1.290  0.39
H  -4.309  1.883  -2.883  0.39
F  5.147  5.267  -0.632  -0.26
H  3.380  -2.796  3.397  0.37
H  5.200  1.350  -0.722  0.11
H  3.181  -2.985  -2.170  0.40
H  -2.073  1.705  0.744  0.21
C  3.324  -1.495  1.701  0.67
C  -0.513  -1.384  0.917  -0.36
H  1.558  4.524  -1.775  0.43
H  -0.078  -2.063  0.174  0.56
C  -0.126  0.115  4.023  -0.74
C  -4.320  1.795  -1.788  -1.29
H  -0.116  -2.795  2.413  0.53
H  -1.987  -0.733  3.342  0.49
F  3.243  5.383  1.230  -0.27
C  -1.560  0.907  1.302  -0.47